The following is a quantum chemistry calculation of C37H44BaIN6O4S2Si as an isolated structure, from OMol25.

Cartesian coordinates (Å):
Ba  -0.03382  0.66096  0.29519
I  1.87789  6.42457  7.38495
S  -1.24917  -2.43273  0.39596
S  -3.07727  0.03463  -4.31729
Si  -1.18150  3.38164  -1.58064
O  -3.91776  0.52616  0.45588
O  1.31186  2.56513  1.52139
O  2.01688  -0.72169  1.32281
O  -0.29432  1.60030  2.73609
N  -0.34128  -4.36103  -1.19455
N  -2.81498  -1.92515  -2.51981
N  2.61534  -3.95128  2.38054
N  2.29073  -2.61156  2.60112
N  -0.94475  -4.98890  1.01948
N  -3.27585  0.14668  -1.66564
C  1.45621  5.12184  5.79514
C  -1.92104  3.68572  -3.32304
C  1.61075  4.57769  3.47384
C  -0.79363  -6.26747  0.69727
C  -6.75251  -2.50569  -1.73785
C  2.78540  -5.47978  0.43693
C  2.38687  -2.94639  0.38251
C  -2.39409  4.39006  -0.48332
C  -0.44737  -6.66830  -0.59041
C  -6.94497  -3.27064  -0.59478
C  0.34645  4.54797  -1.63105
C  2.60064  -4.12102  1.00987
C  3.89293  -1.92946  5.86301
C  1.88133  -4.90021  3.22240
C  -3.79191  -4.67963  -1.94831
C  -0.79116  -4.05593  0.04874
C  -6.18644  -3.02459  0.54232
C  1.88139  5.45187  4.51768
C  2.59013  -2.00638  3.84611
C  -3.71165  -4.06572  -3.34339
C  -5.23711  -2.01417  0.53663
C  -2.63930  -2.98715  -3.49513
C  0.91082  3.40134  3.70554
C  2.19655  -1.94083  1.39383
C  0.47567  3.09991  4.98941
C  -0.19338  -5.64516  -1.48648
C  1.87833  -0.88211  4.25193
C  -3.03553  -0.64547  -2.80278
C  0.75465  3.95323  6.04782
C  -4.03300  -0.14630  -0.55015
C  -0.98369  -7.27302  1.80042
C  3.20008  -0.79834  6.26969
C  -5.78995  -1.50740  -1.75283
C  -5.02855  -1.26488  -0.61487
C  0.62354  2.45358  2.56604
C  2.20080  -0.27911  5.45787
C  3.59878  -2.52993  4.64828
H  -2.50490  5.41647  -0.85797
H  1.65966  0.60689  5.76304
H  -2.81022  -4.99939  -1.59709
H  -1.36923  -6.77466  2.68680
H  0.42295  3.71624  7.04963
H  -4.18762  -3.96535  -1.22422
H  1.04683  4.23896  -2.41421
H  -2.70130  -2.53789  -4.48259
H  2.41734  6.37374  4.33780
H  -3.50929  -4.84288  -4.08701
H  -2.04801  4.44672  0.55413
H  1.91388  -6.10521  0.63334
H  -4.45420  -5.54801  -1.94388
H  -3.38674  3.92903  -0.46327
H  4.67826  -2.34101  6.48452
H  -1.63978  -3.40181  -3.35096
H  -2.88285  3.18276  -3.45940
H  1.82697  -4.49406  4.22870
H  2.43510  -5.83682  3.26063
H  -0.03473  -7.75690  2.04708
H  -0.10008  2.19571  5.14127
H  -6.33585  -3.61853  1.43511
H  -0.34525  -7.71027  -0.86160
H  3.43821  -0.32263  7.21237
H  -2.59209  -2.16609  -1.55252
H  -1.25637  3.30534  -4.10464
H  0.89029  4.54198  -0.68117
H  -7.68781  -4.05925  -0.59046
H  -4.64496  -1.79538  1.41566
H  0.04231  5.58084  -1.84686
H  0.14463  -5.86685  -2.49672
H  -1.67936  -8.05615  1.49460
H  2.90832  -5.41064  -0.64133
H  4.15588  -3.39435  4.31111
H  2.33815  -2.77573  -0.67953
H  1.09127  -0.47697  3.63154
H  -2.85779  1.07855  -1.63269
H  3.66363  -5.96420  0.86676
H  -7.35035  -2.68934  -2.62224
H  0.86849  -5.06215  2.84331
H  -4.67971  -3.62801  -3.60311
H  -2.06890  4.76077  -3.49331
H  -5.63653  -0.91147  -2.64575
H  1.94121  4.79475  2.46643

The calculation puts the relative energy (zero: lowest compared OMol25 entry of this formula, charge and spin) at 26.91 kcal per mole. Its total charge is -1. Its HOMO energy is -3.3 eV. As for the orbital gap: 5.3 eV. The total energy comes out at -3475.11561 hartree.